No. 1
{
  "formula": "C28H46Cl2IrNOP",
  "method": "the ωB97M-V functional and the def2-TZVPD basis",
  "symbols": ["P", "C", "C", "C", "C", "C", "C", "C", "C", "C", "C", "C", "C", "C", "C", "C", "C", "C", "C", "H", "H", "H", "H", "H", "H", "H", "H", "H", "H", "H", "H", "H", "H", "H", "H", "H", "H", "H", "H", "H", "H", "H", "H", "H", "H", "H", "H", "H", "H", "H", "H", "H", "Ir", "Cl", "Cl", "C", "H", "C", "C", "C", "C", "C", "C", "H", "H", "H", "H", "H", "C", "N", "C", "C", "O", "H", "H", "H", "H", "H", "H", "H"],
  "xyz": [[-1.587, 2.574, -1.671], [0.012, 3.204, -2.176], [-0.280, 4.009, -3.462], [0.989, 4.588, -4.093], [1.892, 5.308, -3.096], [2.151, 4.526, -1.808], [0.872, 3.986, -1.157], [-2.389, 3.320, -0.256], [-3.092, 4.584, -0.780], [-4.041, 5.116, 0.295], [-3.356, 5.313, 1.650], [-2.470, 4.146, 2.104], [-1.549, 3.614, 1.002], [-2.485, 1.418, -2.757], [-1.566, 0.446, -3.522], [-2.391, -0.251, -4.605], [-3.661, -0.927, -4.079], [-4.414, -0.143, -3.002], [-3.505, 0.554, -1.990], [0.522, 2.228, -2.361], [-0.964, 4.838, -3.222], [-0.802, 3.383, -4.204], [0.688, 5.274, -4.893], [1.539, 3.768, -4.568], [2.847, 5.535, -3.577], [1.431, 6.266, -2.840], [2.813, 3.680, -2.020], [2.670, 5.169, -1.089], [1.125, 3.341, -0.303], [0.300, 4.836, -0.761], [-3.126, 2.544, 0.040], [-4.860, 4.395, 0.402], [-3.645, 4.375, -1.708], [-2.340, 5.353, -1.013], [-4.483, 6.056, -0.054], [-4.120, 5.499, 2.412], [-2.743, 6.218, 1.590], [-1.861, 4.457, 2.962], [-3.102, 3.316, 2.442], [-1.021, 2.705, 1.321], [-0.786, 4.369, 0.786], [-2.996, 2.099, -3.468], [-0.700, 0.963, -3.957], [-1.145, -0.285, -2.815], [-2.678, 0.505, -5.346], [-1.756, -0.975, -5.124], [-3.403, -1.914, -3.685], [-4.337, -1.100, -4.921], [-5.111, -0.794, -2.466], [-5.019, 0.631, -3.490], [-4.091, 1.155, -1.283], [-2.953, -0.179, -1.382], [0.882, -0.912, 0.941], [-1.527, -0.341, 0.972], [1.223, -0.503, -1.432], [1.542, 0.792, 1.174], [2.006, 1.346, 0.330], [1.557, 1.497, 2.460], [0.467, 1.352, 3.342], [0.584, 1.668, 4.688], [1.789, 2.235, 5.151], [2.835, 2.492, 4.265], [2.727, 2.181, 2.926], [-0.455, 0.902, 2.950], [-0.238, 1.464, 5.371], [3.770, 2.936, 4.647], [3.547, 2.355, 2.222], [1.886, 2.468, 6.215], [0.874, -5.046, 1.534], [0.549, -4.078, 2.563], [0.443, -4.467, 3.950], [0.264, -2.855, 2.149], [0.241, -2.718, 0.851], [1.033, -6.006, 2.052], [1.777, -4.726, 1.003], [0.064, -5.104, 0.803], [1.135, -3.889, 4.568], [-0.561, -4.262, 4.333], [0.665, -5.528, 4.024], [-0.004, -2.073, 2.890]],
  "de_lowest_kcal_mol": 99.6,
  "s2": 6.031,
  "multiplicity": 5,
  "total_charge": -1
}



No. 2
{
  "formula": "C9H7NO4PbS",
  "method": "the ωB97M-V functional and the def2-TZVPD basis",
  "symbols": ["Pb", "O", "C", "C", "O", "C", "O", "C", "O", "C", "H", "H", "C", "H", "H", "S", "C", "C", "N", "C", "H", "H", "H"],
  "xyz": [[0.022, 0.269, -0.561], [0.014, 3.894, -0.325], [0.009, 2.767, -0.364], [0.047, -2.346, -0.612], [0.013, -3.385, -0.277], [2.522, 0.233, -0.606], [3.666, 0.236, -0.562], [-2.465, 0.263, -0.679], [-3.606, 0.206, -0.530], [0.021, 0.935, -3.121], [-0.898, 1.512, -3.038], [0.938, 1.515, -3.040], [0.023, -0.470, -3.105], [0.943, -1.044, -3.036], [-0.894, -1.048, -3.033], [-1.099, -1.204, 3.957], [0.526, -0.375, 3.894], [0.838, 0.061, 2.590], [-0.256, -0.204, 1.692], [-1.233, -0.938, 2.246], [1.202, -0.192, 4.713], [1.752, 0.577, 2.164], [-2.084, -1.263, 1.635]],
  "de_lowest_kcal_mol": 35.7,
  "total_charge": 2
}



No. 3
{
  "formula": "C40H66N2O21S2",
  "method": "the ωB97M-V functional and the def2-TZVPD basis",
  "symbols": ["C", "C", "C", "C", "N", "C", "C", "C", "C", "C", "O", "C", "O", "N", "C", "C", "C", "O", "C", "C", "C", "C", "C", "C", "S", "S", "C", "C", "C", "H", "H", "H", "H", "H", "H", "H", "H", "H", "H", "H", "H", "H", "H", "H", "H", "H", "H", "H", "H", "H", "H", "H", "H", "H", "H", "H", "H", "H", "H", "H", "H", "H", "H", "H", "H", "H", "H", "H", "H", "H", "H", "O", "C", "O", "C", "C", "O", "H", "H", "H", "H", "O", "C", "O", "C", "C", "O", "H", "H", "H", "H", "O", "C", "O", "C", "C", "O", "H", "H", "H", "H", "O", "C", "O", "C", "C", "O", "H", "H", "H", "H", "O", "C", "O", "C", "C", "O", "H", "H", "H", "H", "O", "C", "O", "C", "C", "O", "H", "H", "H", "H"],
  "xyz": [[-2.497, 5.513, -1.209], [-1.706, 4.790, -0.013], [-1.858, 3.198, 0.026], [-1.608, 2.457, -1.377], [-0.460, 1.496, -1.192], [-0.831, 0.086, -1.497], [-1.705, -0.636, -0.366], [-1.435, -0.134, 1.127], [0.110, -0.006, 1.538], [0.594, -1.020, 2.675], [0.223, -2.407, 2.328], [0.986, -2.862, 1.234], [0.369, -3.231, 0.199], [2.461, -2.994, 1.220], [2.744, -4.308, 0.542], [3.108, -1.910, 0.422], [4.125, -0.887, 1.157], [2.911, -1.715, -0.797], [0.199, -0.618, 4.171], [-0.822, 0.606, 4.303], [1.486, -0.268, 5.100], [2.495, -1.531, 5.207], [3.509, -1.422, 6.454], [0.573, 1.976, -2.155], [0.826, 1.260, -3.667], [1.658, 3.447, -1.783], [2.858, 3.014, -0.428], [2.883, 4.291, 0.584], [3.140, 3.796, 2.092], [-3.028, 4.740, -1.880], [-3.346, 6.124, -0.727], [-1.773, 6.174, -1.784], [-2.158, 5.180, 0.977], [-0.595, 5.094, 0.040], [-1.054, 2.815, 0.760], [-2.854, 2.822, 0.438], [-2.517, 1.924, -1.809], [-1.296, 3.251, -2.154], [-1.407, -0.029, -2.491], [0.144, -0.524, -1.592], [-2.808, -0.377, -0.599], [-1.615, -1.760, -0.510], [-2.016, 0.826, 1.383], [-1.888, -0.938, 1.823], [0.277, 1.092, 1.853], [0.829, -0.156, 0.645], [1.750, -1.014, 2.637], [2.007, -5.072, 0.986], [3.835, -4.623, 0.714], [2.618, -4.242, -0.597], [3.781, 0.164, 0.837], [4.046, -1.018, 2.287], [5.172, -1.090, 0.764], [-0.293, -1.522, 4.673], [-1.823, 0.370, 3.780], [-0.395, 1.615, 3.988], [-1.098, 0.704, 5.420], [1.062, -0.079, 6.156], [2.018, 0.689, 4.770], [3.157, -1.488, 4.262], [1.929, -2.535, 5.172], [3.076, -1.898, 7.395], [4.510, -1.886, 6.158], [3.650, -0.302, 6.673], [2.501, 2.066, 0.110], [3.912, 2.764, -0.822], [3.645, 5.040, 0.194], [1.829, 4.749, 0.499], [2.695, 4.564, 2.807], [2.637, 2.768, 2.188], [4.277, 3.707, 2.219], [-4.162, 7.268, 0.770], [-4.171, 7.149, 1.962], [-5.016, 6.328, 2.646], [-4.567, 6.297, 3.996], [-3.811, 7.580, 4.130], [-3.340, 7.817, 2.807], [-5.406, 6.236, 4.682], [-3.929, 5.419, 4.136], [-4.450, 8.412, 4.430], [-2.979, 7.501, 4.830], [-6.019, 7.967, 5.819], [-7.158, 7.623, 5.670], [-8.167, 8.452, 5.297], [-9.296, 7.635, 5.010], [-9.024, 6.394, 5.805], [-7.603, 6.351, 5.853], [-10.220, 8.130, 5.311], [-9.330, 7.444, 3.934], [-9.410, 6.457, 6.826], [-9.424, 5.498, 5.330], [3.992, -4.410, -6.835], [3.633, -3.789, -5.876], [4.457, -3.374, -4.876], [3.705, -2.488, -4.055], [2.292, -2.903, -4.317], [2.347, -3.409, -5.646], [3.983, -2.599, -3.007], [3.904, -1.460, -4.369], [1.958, -3.701, -3.648], [1.594, -2.068, -4.247], [3.986, -4.382, 8.505], [3.595, -5.077, 7.611], [2.554, -5.947, 7.714], [2.259, -6.406, 6.401], [3.554, -6.199, 5.673], [4.135, -5.100, 6.361], [1.951, -7.452, 6.415], [1.446, -5.801, 5.989], [4.222, -7.061, 5.754], [3.406, -5.963, 4.618], [0.766, -9.172, -9.364], [1.170, -8.076, -9.094], [1.196, -7.031, -9.966], [1.522, -5.867, -9.215], [2.239, -6.423, -8.023], [1.660, -7.716, -7.877], [2.146, -5.189, -9.798], [0.599, -5.353, -8.945], [3.313, -6.532, -8.194], [2.083, -5.824, -7.127], [0.853, -2.275, -9.740], [0.030, -2.770, -10.451], [-0.305, -4.090, -10.436], [-1.462, -4.237, -11.250], [-1.383, -3.052, -12.165], [-0.691, -2.089, -11.382], [-1.438, -5.185, -11.790], [-2.349, -4.215, -10.611], [-0.800, -3.258, -13.068], [-2.367, -2.683, -12.455]],
  "total_energy_ha": -4049.503098,
  "smiles": "CCCCN(CCCC[C@H](OC(=O)N(C)C(C)=O)[C@H](C)CCC)C(=S)SCCC.O=C1OCCO1.O=C1OCCO1.O=C1OCCO1.O=C1OCCO1.O=C1OCCO1.O=C1OCCO1"
}



No. 4
{
  "formula": "C4H7NO",
  "method": "the ωB97M-V functional and the def2-TZVPD basis",
  "symbols": ["C", "N", "C", "C", "C", "O", "H", "H", "H", "H", "H", "H", "H"],
  "xyz": [[-0.134, -0.806, 0.346], [-1.467, 1.081, -0.530], [-0.446, 0.617, 0.301], [1.222, -0.816, 0.235], [1.453, 0.548, -0.211], [-1.083, -1.772, 0.308], [-0.674, -2.597, 0.017], [-2.069, 1.807, -0.172], [-1.980, 0.376, -1.040], [-0.286, 1.196, 1.202], [1.940, -1.568, 0.547], [1.295, 0.778, -1.260], [2.231, 1.156, 0.255]],
  "de_lowest_kcal_mol": 72.3
}



Number 1: M 706.8 g/mol. Number 2: M 432.4 g/mol. Number 3: M 975.1 g/mol. Number 4: M 85.1 g/mol.